Molecular formula: C24H38Cl2F6N4O2P
Method: DFT, ωB97M-V/def2-TZVPD

Structure (XYZ):
```
77
Properties=species:S:1:pos:R:3:forces:R:3
C 0.732 1.409 0.865 3.253 0.202 -0.102
H 1.696 3.054 1.782 -0.105 -0.541 -0.431
F -3.711 -2.222 4.274 3.132 -0.630 1.567
H -0.871 -2.864 -3.512 -1.021 0.264 1.423
H -2.217 5.478 1.669 -1.625 -0.923 -0.065
H 1.611 1.582 -4.857 0.183 0.449 0.751
C 0.635 -0.932 2.227 -2.401 -3.050 1.567
C -1.480 1.380 -0.112 4.891 -1.779 1.249
H -4.046 5.047 2.012 1.567 -0.528 -0.831
H 0.145 0.841 -3.377 0.436 1.337 0.705
C 1.010 -2.243 1.495 -2.558 -0.409 2.265
C 0.813 0.876 -0.672 -0.381 2.913 -0.921
H -1.420 2.520 -4.187 1.610 0.645 0.457
C -2.403 -2.475 4.741 1.786 -0.167 0.851
C -1.054 -0.886 -0.941 -2.206 -0.713 -2.028
F -2.311 -3.804 5.295 -0.959 3.103 -1.352
H -2.616 -7.338 3.345 0.131 0.056 -0.042
H -2.660 -3.140 -3.190 1.647 0.769 0.787
H 2.930 -2.901 -1.616 -0.470 0.284 -1.780
N -0.607 0.529 -0.924 -1.219 -0.038 2.033
C 3.919 0.581 -1.208 1.394 0.395 -0.969
C -1.034 3.123 1.578 -0.533 1.591 1.017
H 4.334 0.472 -2.286 -0.946 0.358 1.582
N -0.731 1.740 1.084 -1.411 0.802 -3.830
H 3.814 -2.338 -3.145 -1.716 -0.568 0.692
H 2.281 -3.400 -3.350 0.790 1.115 1.059
H 0.511 -4.544 1.202 -0.378 1.832 1.090
H -0.897 3.843 0.684 -0.230 -1.127 1.502
O 1.806 1.975 -3.979 -0.980 -0.660 0.265
H -0.850 -0.101 3.923 0.813 -1.409 -1.158
H 5.350 0.512 0.619 -0.759 -1.051 -1.152
H -3.168 4.612 0.364 -0.107 0.002 1.920
F -2.038 -1.610 5.834 -1.697 -1.805 -2.620
C -1.903 -1.160 -2.326 0.434 -2.240 0.249
H 0.318 3.051 -1.301 1.077 -1.417 -0.356
H 5.981 -0.301 -0.899 -1.580 0.276 1.026
F -2.541 3.547 3.597 0.479 -0.842 -2.267
H 3.923 1.700 -0.986 -0.213 -1.454 -0.395
H 2.601 2.357 0.606 -0.802 -0.271 0.068
C 5.028 -0.146 -0.260 0.503 0.009 -0.554
C 0.992 2.175 -1.660 -0.821 0.787 -0.130
H -1.489 -3.368 -1.782 -0.157 1.027 -1.370
H -1.855 -6.583 4.426 0.058 -0.084 -0.091
H 1.853 -2.259 0.733 -1.291 0.172 1.222
H 2.056 2.581 -1.678 -1.501 -0.651 0.058
C -0.512 -1.005 3.305 0.165 -3.055 -1.032
C -0.914 -3.673 2.852 2.167 3.793 -0.751
Cl -3.742 -0.989 -2.056 1.394 0.433 -0.881
C 2.769 -2.583 -2.711 0.282 0.726 -0.134
C 1.889 -1.218 -2.790 0.952 0.596 -1.465
F 1.165 1.173 3.315 0.240 -0.701 -2.888
H -0.792 3.764 -2.988 0.671 -1.160 -1.128
H 2.302 -0.581 -3.663 -0.808 -1.068 1.191
F 2.741 0.250 1.926 -2.890 1.128 -0.321
H -1.541 -0.524 -3.199 -0.795 -0.501 1.454
H -2.786 2.427 -1.289 0.209 -0.896 0.168
N 1.633 2.591 0.865 -0.796 0.583 0.751
C 1.322 0.492 2.040 -0.103 -2.785 1.810
Cl -2.228 -1.321 0.436 1.462 0.347 -0.507
C -1.688 -2.728 -2.715 -0.778 -0.039 -0.426
H -0.309 3.491 2.400 -1.124 -1.063 -1.332
P 2.232 -0.260 -1.195 -0.028 -2.458 1.806
H -1.463 -4.656 3.093 1.068 1.693 -0.580
H 0.788 -1.405 -3.022 1.468 0.239 0.670
O -1.823 -6.805 3.486 -0.200 0.069 0.188
C -1.264 -2.346 3.630 2.238 -0.510 -2.939
H -0.236 -1.676 -0.912 -0.664 1.583 0.211
C 0.570 1.882 -3.179 0.083 0.548 -0.800
H 4.702 -1.182 0.088 0.288 1.548 -0.331
N -2.711 1.722 -0.547 -0.640 0.301 0.756
H -3.594 1.268 -0.240 1.167 0.513 -0.022
H 0.108 3.559 -4.595 -0.956 -0.813 1.114
H -3.263 2.520 1.874 1.327 0.710 0.907
C -2.512 3.326 2.167 -1.087 1.867 -0.925
C -3.070 4.712 1.513 1.153 -0.308 0.140
C 0.238 -3.586 1.783 -1.216 2.682 1.939
C -0.451 2.992 -3.775 -0.370 -0.033 0.394
```
Positions in Å, forces in eV/Å.

Energy ... -86182.0451 eV
HOMO level ... -10.6 eV
LUMO energy ... -4.79 eV
Total charge ... +1

=====

Molecular formula: C24H38ClN4O5PSSn
Method: DFT, ωB97M-V/def2-TZVPD

Structure (XYZ):
```
75
Properties=species:S:1:pos:R:3:forces:R:3
C -0.999 -4.137 1.260 0.001 0.012 -0.010
C -0.888 3.091 -0.165 0.001 -0.039 0.025
H -3.826 -1.206 -0.883 0.003 -0.006 -0.001
C 0.574 1.582 -4.379 -0.010 0.007 -0.004
C 0.585 3.521 -0.278 -0.031 0.035 0.005
H -2.354 -1.212 -1.830 0.029 -0.004 -0.017
H -0.170 -1.191 -1.823 -0.032 -0.024 0.007
Cl 0.882 1.456 3.530 0.150 -0.016 0.013
O 0.409 2.684 4.007 -0.053 0.022 -0.036
H 1.046 3.286 -1.234 0.003 -0.008 0.001
C -1.354 3.337 1.279 -0.002 0.028 -0.018
N 1.484 -1.927 -0.164 -0.100 0.067 -0.057
N -0.565 -1.814 1.534 0.018 0.055 0.116
C 0.033 -0.401 -2.532 -0.012 0.029 0.007
H 4.168 -0.188 3.852 0.003 -0.001 0.006
S 2.697 0.769 -0.369 0.113 -0.010 0.116
H -1.005 2.589 1.981 0.027 -0.032 0.033
H -0.743 -5.078 0.797 0.002 -0.004 0.007
C 0.036 1.919 -3.147 -0.004 0.018 -0.016
H 5.361 -0.839 2.734 -0.003 -0.008 0.006
C 3.119 -0.732 -1.162 -0.045 0.004 0.006
N 2.543 -1.900 -1.006 0.004 0.023 -0.045
C -2.776 -0.907 -0.875 0.012 0.017 0.000
C -1.581 -1.738 2.398 -0.034 0.001 -0.006
C 0.844 0.257 -4.691 -0.001 -0.015 0.002
H -2.828 3.838 -0.841 0.005 -0.001 0.004
C -3.404 1.217 -1.942 -0.016 -0.007 -0.011
H -2.436 3.392 1.358 0.008 -0.003 0.000
Sn 0.809 -0.081 0.947 -0.187 -0.247 -0.068
O 1.701 1.616 2.298 -0.019 0.143 0.041
H 0.620 4.604 -0.149 -0.003 -0.002 0.006
H -2.630 -4.941 2.402 -0.001 -0.001 -0.001
O 1.609 0.709 4.497 -0.014 0.014 -0.001
C 0.572 -0.737 -3.762 0.003 0.005 -0.016
H 4.648 0.191 -2.162 0.007 -0.002 0.009
C -2.054 -4.058 2.159 -0.005 0.009 0.008
H 1.987 -4.131 -1.419 -0.001 0.003 0.000
H -3.507 2.296 -1.906 -0.003 -0.019 0.005
H 1.191 3.094 0.518 0.024 -0.035 0.044
H 3.561 -1.930 1.385 0.005 0.025 0.003
H 4.441 -1.503 -2.488 0.008 -0.006 0.013
H 1.635 -5.024 0.065 -0.012 0.002 0.009
O -0.223 0.598 3.004 0.025 -0.049 -0.127
C -1.773 3.963 -1.073 0.006 0.030 -0.010
H -0.956 4.300 1.601 0.006 -0.005 0.010
C 4.333 -0.486 2.816 -0.012 0.011 0.016
H -4.470 0.452 0.568 0.000 0.002 0.004
N 4.154 -0.669 -1.999 -0.022 0.004 -0.027
H 0.779 2.362 -5.100 0.002 0.002 0.002
H -2.290 -1.454 -0.071 0.008 0.001 0.003
C -0.244 0.929 -2.205 0.029 -0.012 0.022
P -0.982 1.262 -0.579 0.048 -0.023 -0.099
C -0.269 -2.998 0.966 0.013 0.007 -0.020
C 1.234 -4.312 -0.661 0.016 -0.004 0.006
C 3.405 -1.602 2.411 0.017 0.019 -0.067
H -3.159 -2.725 3.443 -0.002 0.005 -0.002
H -2.869 0.942 -2.851 -0.009 0.002 0.000
H -1.634 3.813 -2.140 -0.032 0.012 0.033
C 0.865 -3.039 0.016 0.001 -0.010 0.036
H -3.772 2.060 0.585 0.001 0.000 0.000
H -1.783 -0.774 2.836 -0.002 -0.003 0.000
C -2.744 0.615 -0.690 0.020 -0.015 0.001
C -3.527 1.001 0.568 -0.008 0.002 -0.001
H -0.159 2.958 -2.943 0.037 -0.022 -0.013
H 0.779 -1.773 -3.995 -0.003 -0.002 0.005
H -1.522 5.001 -0.849 -0.001 0.005 -0.008
H 3.496 -2.466 3.068 -0.004 -0.020 -0.025
H 1.261 0.001 -5.655 -0.001 -0.001 0.000
H 0.356 -4.768 -1.119 0.005 -0.002 -0.011
H 1.835 -0.863 3.384 -0.001 0.005 0.006
O 1.984 -1.205 2.482 0.008 0.066 0.067
H 4.217 0.387 2.176 0.003 -0.011 -0.004
H -2.997 0.757 1.490 0.010 -0.009 0.022
H -4.410 0.796 -2.009 -0.001 0.000 -0.004
C -2.351 -2.837 2.735 0.003 -0.021 -0.003
```
Positions in Å, forces in eV/Å.

Energy above the lowest of the compared OMol25 structures with the same formula, charge and spin ... 0.000 eV
Energy ... -80160.4236 eV
HOMO level ... -14.5 eV
LUMO energy ... -6.85 eV
Total charge ... +2

=====

Molecular formula: C24H38ClN4O6Ru
Method: DFT, ωB97M-V/def2-TZVPD

Structure (XYZ):
```
74
Properties=species:S:1:pos:R:3:forces:R:3
H 1.598 4.443 -3.206 -0.884 -0.549 -0.091
H 0.389 -2.005 4.405 -0.280 0.340 0.047
C -0.323 3.843 1.116 -0.171 0.193 -0.452
C -4.029 0.457 -1.730 -0.825 -0.681 -0.476
H -2.382 -2.759 -0.830 0.146 -0.098 -0.289
H -0.909 -6.027 -0.388 -0.093 -0.055 -0.066
H 3.248 0.917 2.006 0.122 0.238 -0.418
H -2.037 1.191 5.333 0.056 -0.002 0.197
H -4.261 0.806 -2.716 -0.407 0.422 -0.467
H -0.898 -2.469 5.550 0.063 -0.024 -0.023
C 0.944 3.608 -3.546 -0.005 -0.519 0.066
H -4.461 1.083 -0.955 -0.208 0.231 0.084
H 3.005 -1.325 -0.483 -0.727 0.267 -0.039
H 2.049 -5.715 -0.427 0.173 -0.094 -0.067
H 3.657 2.133 -1.546 0.110 -0.558 0.111
C -2.097 -1.943 -1.497 -1.962 -0.910 -0.653
H -0.080 -5.817 1.149 0.000 0.013 0.049
H -1.409 -4.719 0.712 0.385 0.052 -0.193
C -1.791 0.213 5.748 -0.836 0.460 0.451
Cl -3.562 -0.432 1.462 -0.154 -0.186 0.132
C 2.446 -0.492 0.017 -0.653 -0.179 -0.001
C -0.555 2.639 -5.240 0.007 -0.455 0.533
C -0.581 1.449 -4.490 -0.141 1.080 -1.630
Ru -1.123 -0.406 0.887 0.177 -0.977 -2.198
C -0.279 -1.644 5.188 0.309 -0.237 0.606
H -1.116 0.305 6.577 0.047 0.331 0.600
H 0.257 3.684 3.194 0.255 -0.075 0.064
H -1.935 1.102 -1.991 0.035 0.357 0.371
H -2.718 -0.277 6.047 -0.033 0.035 0.329
H 1.213 -2.545 -0.710 -0.383 -0.241 0.084
C 0.405 -3.118 -0.225 -1.946 1.152 1.197
H 0.396 4.577 -5.409 -0.064 -0.272 0.280
H 2.068 -4.356 -1.584 0.058 -0.077 -0.051
O 1.799 -0.413 -2.481 -0.138 -1.006 0.326
C -2.101 -0.640 -0.751 1.499 0.560 -2.503
C 0.361 1.816 2.183 -0.463 -0.033 -0.760
N 3.079 0.719 -0.107 0.552 0.637 0.524
H -1.259 0.646 -4.780 0.385 -0.109 -0.133
O -1.308 2.719 -0.757 -0.193 -0.747 0.779
C 0.887 2.399 -2.833 1.396 1.091 -0.581
H -1.129 -2.173 -1.980 -0.287 0.513 0.541
N 0.420 -4.440 -0.338 -0.189 0.550 0.084
H -0.048 -0.761 -3.369 0.127 -0.914 -0.394
H 4.883 0.842 -1.245 -0.232 0.146 0.075
C -0.557 -5.284 0.324 -0.171 -0.139 0.124
H 3.466 2.442 1.052 0.212 -0.659 0.165
H -2.824 -1.915 -2.349 0.418 0.050 0.676
C -1.385 -0.362 3.525 0.920 -1.231 -1.315
C 0.276 3.686 -4.782 0.099 0.476 -0.560
O 0.828 1.018 2.967 -0.145 0.488 -0.042
C -0.799 2.612 0.337 0.654 1.449 0.150
H -4.393 -0.553 -1.578 -0.687 -0.119 0.037
N -1.130 -0.560 4.767 0.130 -0.288 0.022
H 0.294 -1.248 6.022 0.259 -0.247 0.087
C 3.672 1.346 1.083 -0.309 0.403 0.047
C 0.550 3.309 2.212 0.306 0.182 0.506
H 3.354 0.462 -2.146 0.290 0.484 0.199
C 1.445 -5.102 -1.095 0.228 -0.202 -0.041
H 0.982 -5.746 -1.842 0.101 0.001 -0.096
H 4.787 1.214 1.077 -0.842 0.018 0.004
N -0.468 1.496 1.083 0.114 -0.083 0.354
H -2.142 0.380 3.224 0.492 -0.122 0.245
C 0.785 -0.084 -3.159 -1.065 1.272 0.294
O -0.554 -2.550 0.390 1.856 -0.755 -0.157
C -2.615 0.395 -1.533 1.578 0.134 0.379
H 0.208 4.513 0.439 -0.259 -0.001 -0.022
H -1.208 4.350 1.513 0.079 0.049 -0.192
H -1.094 2.713 -6.215 0.260 0.083 1.125
H 1.346 2.314 -1.836 -0.040 -0.142 -0.662
O -0.772 -1.100 2.682 -0.782 0.216 1.622
C 3.801 1.054 -1.335 0.362 -0.321 -0.025
H 1.607 3.527 2.047 -0.052 -0.016 0.162
C 0.411 1.248 -3.511 -0.621 -0.781 1.371
O 1.412 -0.689 0.674 1.986 0.129 -0.501
```
Positions in Å, forces in eV/Å.

Energy ... -58847.3359 eV
2S+1 ... 6
HOMO level (spin up / spin down) ... -3.9 / -7.0 eV
LUMO energy (spin up / spin down) ... -0.04 / -1.22 eV
<S²> ... 8.802

=====

Number 1: molar mass 630.5 g mol⁻¹. Number 2: molar mass 679.8 g mol⁻¹. Number 3: molar mass 615.1 g mol⁻¹.